Record 1
{
  "formula": "C30H39N5O3S2SeTeZn",
  "method": "the ωB97M-V functional and the def2-TZVPD basis",
  "charge": -2,
  "energy_ev": -188065.1592,
  "elements": ["Te", "Se", "Zn", "S", "S", "O", "O", "O", "N", "N", "N", "N", "N", "C", "C", "C", "C", "C", "C", "C", "C", "C", "C", "C", "C", "C", "C", "C", "C", "C", "C", "C", "C", "C", "C", "C", "C", "C", "C", "C", "C", "C", "C", "H", "H", "H", "H", "H", "H", "H", "H", "H", "H", "H", "H", "H", "H", "H", "H", "H", "H", "H", "H", "H", "H", "H", "H", "H", "H", "H", "H", "H", "H", "H", "H", "H", "H", "H", "H", "H", "H", "H"],
  "xyz": [[-3.6722, 2.6789, -0.0171], [0.0338, -1.2835, -1.6002], [-0.1608, 1.4067, -2.0859], [3.4358, 1.1689, -1.6237], [-5.4111, 0.2142, -3.6391], [4.3837, 1.6366, -2.6162], [3.2122, -0.2477, -1.5598], [-0.4537, 1.6185, 0.4583], [-2.6767, -2.2664, -1.2360], [-3.9264, 1.5834, -1.7197], [-1.6635, -1.7839, 0.6795], [2.0366, 1.9116, -1.6365], [0.6377, 3.6837, -1.8049], [-4.9956, -2.5329, -0.2871], [-2.9487, -2.2462, -2.6611], [5.6777, 2.7957, 1.3419], [5.2679, 2.3558, 0.0889], [5.3526, 3.0446, 3.8241], [-0.2024, -2.5465, 2.5223], [-5.0702, -2.1854, 2.1167], [0.0413, 2.7847, 1.0959], [-2.6669, -4.7890, -3.0422], [2.9570, 4.1671, -2.1921], [0.3612, 4.9488, -2.1116], [1.3079, 5.8847, -2.4735], [-5.7051, -2.4828, 0.9266], [-2.9893, -1.9783, 0.9632], [4.9193, 2.5255, 2.4760], [3.3304, 1.3398, 1.0922], [3.7484, 1.7841, 2.3365], [1.8842, -3.2460, 1.2399], [-0.6769, -1.3809, 1.6519], [-3.6371, -2.2703, -0.2534], [-1.4156, -1.9615, -0.6984], [4.0916, 1.6359, -0.0322], [-2.0996, -5.2527, -1.6971], [-4.5718, 1.0134, -2.5107], [-3.6876, -1.9300, 2.1568], [-2.2666, -3.3650, -3.4426], [1.9179, 3.2584, -1.8776], [-0.0721, 2.6684, 2.6104], [2.6389, 5.4723, -2.4878], [0.4917, -3.6498, 1.7242], [-1.1865, -3.2453, -3.3371], [1.0848, 2.9034, 0.7997], [-3.7601, -4.8759, -3.0307], [-4.0290, -2.3053, -2.7938], [1.8284, -2.4483, 0.4960], [-2.6050, -4.7697, -0.8610], [-2.3045, -5.4653, -3.8237], [0.4019, 1.7417, 2.9466], [-1.0384, -5.0023, -1.6275], [0.1526, -0.9427, 1.0992], [-2.2113, -6.3345, -1.5805], [-5.5079, -2.7381, -1.2177], [-2.6157, -1.2846, -3.0577], [5.2678, 4.1329, 3.8663], [3.4285, 6.1740, -2.7337], [6.5999, 3.3597, 1.4418], [0.5666, -4.5456, 2.3497], [-0.1292, -3.9062, 0.8606], [-5.6424, -2.1454, 3.0360], [2.5000, -2.8994, 2.0766], [-0.5088, 3.6632, 0.7459], [-1.4265, 1.7484, 0.3939], [5.8521, 2.5532, -0.8014], [2.3940, -4.0914, 0.7724], [0.4134, 3.5138, 3.1084], [-1.1145, -0.5975, 2.2763], [4.7343, 2.6275, 4.6193], [3.9753, 3.8147, -2.2290], [6.3939, 2.7878, 4.0300], [-2.5152, -3.2053, -4.4960], [-3.1920, -1.6796, 3.0861], [-0.6908, 5.2125, -2.0428], [-1.0635, -2.9648, 3.0537], [3.1548, 1.5553, 3.2153], [2.4172, 0.7655, 0.9681], [1.0221, 6.9005, -2.7114], [0.4896, -2.1519, 3.2763], [-6.7704, -2.6797, 0.9198], [-1.1233, 2.6417, 2.9070]],
  "nbo_charge": [-0.2325, -0.2563, 0.5159, 2.3348, -0.3011, -0.9985, -0.9526, -0.8268, -0.4441, -0.6084, -0.4204, -1.0443, -0.5371, -0.3051, -0.2154, -0.2386, -0.2111, -0.6253, -0.3992, -0.2460, -0.0705, -0.3907, -0.3160, 0.0598, -0.3378, -0.2407, 0.1372, -0.0200, -0.2071, -0.2212, -0.6193, -0.2267, 0.2201, 0.0957, -0.2492, -0.6116, 0.2346, -0.2883, -0.4128, 0.3782, -0.6319, -0.1709, -0.4013, 0.2304, 0.1773, 0.1837, 0.2104, 0.2482, 0.2172, 0.1834, 0.1962, 0.2129, 0.2541, 0.1846, 0.2140, 0.2411, 0.2107, 0.1935, 0.1939, 0.1787, 0.2184, 0.1914, 0.1807, 0.1773, 0.4910, 0.2314, 0.1971, 0.1901, 0.2043, 0.2093, 0.2356, 0.2054, 0.1993, 0.2037, 0.1980, 0.1951, 0.2045, 0.2551, 0.1993, 0.1866, 0.1936, 0.2051]
}



Record 2
{
  "formula": "C30H39N8O5V",
  "method": "the ωB97M-V functional and the def2-TZVPD basis",
  "charge": 1,
  "s2": 3.76,
  "energy_ev": -79586.2520,
  "spin_multiplicity": 4,
  "e_above_lowest_kcal_mol": 5.05,
  "elements": ["V", "O", "O", "O", "O", "O", "N", "N", "N", "N", "N", "N", "N", "N", "C", "C", "C", "C", "C", "C", "C", "C", "C", "C", "C", "C", "C", "C", "C", "C", "C", "C", "C", "C", "C", "C", "C", "C", "C", "C", "C", "C", "C", "C", "H", "H", "H", "H", "H", "H", "H", "H", "H", "H", "H", "H", "H", "H", "H", "H", "H", "H", "H", "H", "H", "H", "H", "H", "H", "H", "H", "H", "H", "H", "H", "H", "H", "H", "H", "H", "H", "H", "H"],
  "xyz": [[-0.8079, 0.8379, 0.6482], [2.8294, 2.2749, 1.8711], [-1.8184, 0.2134, -1.3152], [-2.8567, -1.9880, 2.7054], [0.0111, -1.5970, 0.1232], [0.4024, -0.9020, -2.3985], [0.6948, 1.3417, 1.9666], [5.2035, -0.0120, 0.8229], [-2.7196, 0.6682, -3.3306], [-1.2366, -0.3600, 2.2591], [0.0801, 2.5311, -0.3864], [-2.9235, 1.1646, 1.0322], [2.6728, -0.0408, -0.4353], [-0.3210, -3.7762, -0.3070], [-0.3879, -0.0910, -3.2212], [1.6535, 2.1145, 1.4807], [-0.1290, -2.1931, -2.1856], [-0.1199, -2.5016, -0.6895], [-4.0321, 0.9425, -2.7590], [-3.7738, 2.1038, 0.6265], [2.8884, -0.6774, 0.8461], [1.9039, -0.5101, 4.9967], [4.2985, -1.1954, 1.0620], [5.1204, 0.4056, -0.6203], [-3.4126, 0.0021, 1.5104], [-0.3161, 3.2282, -1.4533], [-0.1976, -0.5263, 3.1649], [-5.1481, 1.9395, 0.6696], [-0.5086, -4.0529, 1.1173], [0.9187, -1.4827, 5.0730], [-2.5931, 0.8005, -4.7766], [-2.4315, -0.9384, 2.2252], [-0.1337, -1.4914, 4.1645], [-5.6544, 0.7317, 1.1282], [0.3906, 4.3063, -1.9514], [-4.7738, -0.2488, 1.5562], [1.5644, 4.6777, -1.3113], [-1.7086, 0.2801, -2.5388], [3.6941, 0.8879, -0.8584], [0.8329, 0.4461, 3.0602], [-0.5637, -4.8870, -1.2112], [1.2148, 2.8922, 0.2372], [1.9812, 3.9612, -0.2043], [1.8616, 0.4563, 3.9942], [2.7311, 0.0503, 1.6405], [4.6154, -1.9729, 0.3667], [-0.5720, -0.5721, -4.1870], [-6.7232, 0.5680, 1.1754], [-1.6425, 1.2514, -5.0560], [-0.8455, -3.1581, 1.6330], [2.8757, 4.2115, 0.3481], [0.9546, -2.2298, 5.8556], [-4.2715, 2.0042, -2.8421], [-1.2688, -4.8250, 1.2250], [-2.7021, -0.1590, -5.2869], [3.5852, 1.8158, -0.2877], [2.1377, 5.5244, -1.6659], [-5.7998, 2.7432, 0.3566], [4.4411, -1.5271, 2.0894], [-0.1406, -5.7912, -0.7759], [0.4536, -2.9153, -2.7605], [2.7033, -0.4881, 5.7266], [3.5650, 1.1321, -1.9124], [-4.0366, 0.6537, -1.7133], [-1.6339, -5.0505, -1.3627], [-1.2451, 2.9079, -1.9128], [-0.9277, -2.2231, 4.2281], [-5.1020, -1.1960, 1.9604], [5.8473, 1.1991, -0.7873], [0.4206, -4.4044, 1.5701], [-3.3315, 3.0233, 0.2592], [-0.0896, -4.7370, -2.1767], [6.1636, -0.2190, 1.0903], [0.0209, 4.8475, -2.8110], [2.1543, -1.4664, 0.9947], [2.3081, -0.6484, -1.1529], [0.1761, 0.8270, -3.4061], [-1.1696, -2.2633, -2.5229], [2.6157, 1.2271, 3.9359], [-3.3827, 1.4617, -5.1258], [-4.7873, 0.3694, -3.2980], [5.3883, -0.4707, -1.2101], [4.8655, 0.7640, 1.4109]],
  "lowdin_spin": [2.7009, 0.0204, 0.0236, 0.0145, 0.0158, 0.0019, -0.0003, 0.0002, 0.0061, 0.0100, 0.0233, 0.0128, 0.0023, 0.0023, 0.0013, 0.0167, 0.0004, 0.0037, 0.0010, 0.0150, 0.0002, 0.0011, 0.0001, 0.0001, 0.0150, 0.0245, 0.0017, 0.0007, 0.0002, -0.0015, 0.0005, 0.0119, 0.0006, 0.0105, -0.0016, 0.0006, 0.0220, 0.0082, 0.0002, 0.0047, 0.0003, 0.0254, -0.0026, -0.0014, 0.0002, 0.0000, 0.0001, 0.0006, 0.0001, 0.0001, -0.0005, -0.0001, 0.0002, 0.0000, 0.0002, 0.0001, 0.0014, -0.0002, 0.0000, 0.0000, 0.0001, 0.0001, 0.0000, 0.0002, 0.0001, 0.0015, 0.0001, -0.0001, 0.0000, 0.0001, 0.0019, 0.0000, 0.0000, -0.0005, 0.0000, 0.0000, 0.0004, 0.0002, 0.0000, 0.0001, 0.0002, 0.0000, 0.0001]
}